# 1
Formula: C37H39IN3O5RbS5
Source: OMol25
Level of theory: the ωB97M-V functional and the def2-TZVPD basis

## Properties
Net charge: -2
Calculated total energy in a.u.: -4286.59883
HOMO in eV: -2.7
LUMO level in hartree: 0.1315

The geometry in XYZ format:
```
91
Properties=species:S:1:pos:R:3:forces:R:3
Rb 0.134974 -1.464652 -1.238764 -0.15 -0.23 -0.01
C -0.441726 -0.435735 2.613813 0.48 -1.44 0.51
C -0.712642 -1.938029 2.955384 -0.75 0.65 -0.73
S -2.464543 -2.250793 3.425325 0.22 -0.51 -0.71
C -2.370849 -1.778967 5.130924 -0.14 -0.14 0.87
C -3.651474 -1.132586 5.657235 0.36 0.09 2.50
S -4.297792 0.397137 4.971449 0.51 0.31 -0.33
C -2.765376 1.384470 5.154042 0.56 -1.36 0.14
C -2.898227 2.828224 4.713669 -0.45 -0.58 -0.56
S -2.802432 2.957261 2.881751 0.16 0.54 0.35
C -1.009085 2.702314 2.585448 -0.61 0.39 0.13
C -0.768008 1.887074 1.342891 0.53 -0.80 -0.74
S -1.566286 0.208737 1.361020 0.74 0.82 0.18
H 0.616446 -0.288649 2.350628 -0.28 -0.21 -0.37
H -0.541980 0.128533 3.532318 -0.25 0.17 0.29
H -0.107767 -2.298993 3.770223 0.41 0.08 0.31
H -0.527177 -2.618366 2.120214 0.04 0.23 -0.11
H -1.569890 -1.078577 5.169081 0.66 0.71 0.27
H -2.055564 -2.601549 5.828090 -0.51 0.43 -0.66
H -3.530173 -0.959084 6.795512 0.09 -0.20 -1.57
H -4.457368 -1.839811 5.629465 -0.58 -0.41 -0.32
H -2.007672 0.852470 4.551741 -0.35 0.46 0.07
H -2.416993 1.232585 6.192091 -0.27 0.49 -0.13
H -2.170690 3.439216 5.259083 -0.23 0.17 -0.34
H -3.932354 3.136678 4.907236 0.32 0.38 0.26
H -0.692305 2.186705 3.472083 0.63 -0.08 0.38
H -0.512280 3.681848 2.488646 -0.09 -0.44 0.18
H 0.331108 1.747777 1.117259 -1.09 0.20 0.29
H -1.222558 2.418207 0.512107 0.01 -0.05 -0.39
C -0.370573 -0.038213 -5.491648 -0.38 -0.22 1.89
C -0.696090 1.103399 -4.528937 -0.47 -0.98 -0.25
N -0.329479 2.356678 -4.731876 0.97 -1.25 -1.32
C -0.760874 3.293846 -3.943995 -2.33 0.48 2.30
C -1.775431 3.074377 -2.970718 -0.20 -1.25 -0.39
C -2.444706 4.208533 -2.295728 0.03 1.02 -0.87
O -3.612518 4.743848 -3.001296 3.56 2.97 0.43
C -2.253577 1.768179 -2.743930 1.22 -0.24 -1.50
C -3.477559 1.454088 -1.973187 0.91 1.41 0.88
N -4.428196 0.677849 -2.267117 0.12 -0.44 1.11
C -4.399039 -0.083845 -3.411408 -0.70 0.30 -1.28
C -4.500488 0.585904 -4.627674 0.23 1.24 -0.83
C -4.742494 -0.077364 -5.814897 0.19 0.25 0.41
C -4.883317 -1.458386 -5.803725 0.47 0.32 -0.48
C -4.702534 -2.171948 -4.616090 0.49 -1.36 -0.98
C -4.471161 -1.470590 -3.419185 -0.39 -0.71 -0.44
I -4.252987 -2.402112 -1.581222 0.08 -0.34 0.02
C -1.548162 0.707966 -3.466031 -1.69 -0.31 2.20
O -1.793578 -0.503584 -3.107041 0.89 0.53 -0.88
H 0.140714 0.400533 -6.311723 0.69 -0.11 -0.88
H 0.177539 -0.841818 -4.922787 -0.09 0.82 -0.82
H -1.309495 -0.547370 -5.779485 0.31 0.39 -0.08
H -0.492590 4.317225 -4.073068 0.59 0.62 -0.42
H -2.785013 3.978274 -1.316281 -0.05 -0.37 1.03
H -1.664692 4.976055 -2.211466 -0.67 0.43 -0.09
H -4.234041 4.095660 -3.075653 -2.51 -3.00 -0.24
H -3.596456 2.031443 -1.021996 -0.12 -0.36 -0.69
H -4.330250 1.690644 -4.714291 -0.27 -1.09 0.55
H -4.729862 0.534089 -6.716201 -0.23 -0.43 -0.04
H -4.975622 -1.927750 -6.784903 -0.13 -0.35 0.47
H -4.603656 -3.313335 -4.817236 -0.37 2.06 1.29
O 2.635207 -1.882472 1.087457 -1.33 -1.51 -0.24
C 3.531679 -0.879390 0.758364 0.03 0.48 -0.02
C 2.603837 0.458583 0.682748 -0.29 -0.96 0.30
O 2.636976 1.268455 1.623293 0.24 -0.12 -0.38
O 1.796849 0.405398 -0.287959 0.49 0.42 0.50
C 4.595664 -0.869753 1.872138 -1.21 0.85 -0.34
C 5.618769 0.055237 1.774128 -0.59 -1.25 0.52
C 6.553552 0.142965 2.751369 1.31 0.08 0.06
C 6.502896 -0.666309 3.858871 1.55 -0.66 1.37
C 5.445702 -1.538615 4.001549 -0.35 0.26 -0.70
C 4.459565 -1.638587 3.020782 -0.81 -0.27 0.04
C 4.185206 -1.161375 -0.589375 0.57 1.01 1.38
C 4.929129 -2.319375 -0.712758 -1.14 -1.80 0.18
C 5.668314 -2.574430 -1.837963 1.29 -0.67 -0.01
C 5.870517 -1.564258 -2.747408 0.57 0.44 -1.00
C 5.219633 -0.354507 -2.589179 -1.03 0.33 -0.35
C 4.322445 -0.165803 -1.528516 0.41 1.32 -0.96
H 2.713627 -2.687868 0.516753 -0.13 0.41 0.35
H 5.706125 0.587850 0.887800 0.16 1.15 -1.44
H 7.445566 0.705043 2.569214 0.31 0.64 0.07
H 7.403384 -0.729165 4.566681 -1.57 0.31 -0.92
H 5.398142 -2.155175 4.848982 -0.11 -0.80 1.10
H 3.541827 -2.280364 3.137581 1.31 0.64 -0.17
H 4.749098 -3.156298 -0.015462 0.30 0.66 -0.12
H 6.227002 -3.516907 -1.983158 -0.55 0.47 0.27
H 6.568563 -1.726105 -3.579015 -0.41 0.12 0.21
H 5.237686 0.426788 -3.354974 0.43 -0.25 0.24
H 3.796631 0.822017 -1.469110 0.41 -1.28 0.14
S -0.415286 -5.460395 -0.307361 0.25 0.21 -0.19
C 1.125615 -4.831051 -0.361727 -2.11 -0.92 0.36
N 2.182972 -4.379865 -0.302912 1.89 1.00 -0.14
```
Positions in Å, forces in eV/Å.

Per-atom Mulliken charges, elementary charge units: number 1, Rb, carries 0.605; number 2, C, carries 0.492; number 3, C, carries -1.114; number 4, S, carries -0.041; number 5, C, carries -0.539; number 6, C, carries -0.755; number 7, S, carries -0.095; number 8, C, carries 1.279; number 9, C, carries -0.975; number 10, S, carries -0.018; number 11, C, carries -0.808; number 12, C, carries 0.597; number 13, S, carries 0.208; number 14, H, carries -0.309; number 15, H, carries -0.263; number 16, H, carries 0.526; number 17, H, carries 0.360; number 18, H, carries 0.284; number 19, H, carries 0.375; number 20, H, carries 0.322; number 21, H, carries 0.390; number 22, H, carries -1.339; number 23, H, carries 0.411; number 24, H, carries 0.318; number 25, H, carries 0.387; number 26, H, carries 0.375; number 27, H, carries 0.480; number 28, H, carries -0.320; number 29, H, carries -0.123; number 30, C, carries -1.188; number 31, C, carries 0.415; number 32, N, carries -0.739; number 33, C, carries -0.892; number 34, C, carries 0.802; number 35, C, carries -1.087; number 36, O, carries -0.598; number 37, C, carries 1.360; number 38, C, carries -0.700; number 39, N, carries -0.649; number 40, C, carries -0.024; number 41, C, carries 0.275; number 42, C, carries -0.659; number 43, C, carries -0.372; number 44, C, carries -0.341; number 45, C, carries -0.116; number 46, I, carries 0.188; number 47, C, carries 0.698; number 48, O, carries -0.757; number 49, H, carries 0.400; number 50, H, carries 0.141; number 51, H, carries 0.228; number 52, H, carries 0.428; number 53, H, carries 0.215; number 54, H, carries 0.520; number 55, H, carries 0.334; number 56, H, carries 0.385; number 57, H, carries 0.094; number 58, H, carries 0.348; number 59, H, carries 0.304; number 60, H, carries 0.221; number 61, O, carries -0.145; number 62, C, carries 2.722; number 63, C, carries -0.629; number 64, O, carries -0.794; number 65, O, carries -0.513; number 66, C, carries -0.470; number 67, C, carries -0.510; number 68, C, carries -0.827; number 69, C, carries -0.278; number 70, C, carries -0.798; number 71, C, carries -0.144; number 72, C, carries 0.081; number 73, C, carries -0.015; number 74, C, carries -0.927; number 75, C, carries -0.330; number 76, C, carries -0.851; number 77, C, carries -0.031; number 78, H, carries 0.108; number 79, H, carries 0.523; number 80, H, carries 0.326; number 81, H, carries 0.226; number 82, H, carries 0.458; number 83, H, carries 0.261; number 84, H, carries 0.240; number 85, H, carries 0.338; number 86, H, carries 0.334; number 87, H, carries 0.369; number 88, H, carries 0.379; number 89, S, carries -0.494; number 90, C, carries 0.111; number 91, N, carries -0.663


# 2
Formula: C37H39IN8O4RbS2Sb
Source: OMol25
Level of theory: the ωB97M-V functional and the def2-TZVPD basis

## Properties
Net charge: -2
Calculated total energy in a.u.: -3530.85221
HOMO in eV: -1.7
LUMO level in hartree: 0.1265

The geometry in XYZ format:
```
93
Properties=species:S:1:pos:R:3:forces:R:3
Rb 0.024136 0.238728 0.613366 -0.28 0.23 -0.36
O 0.126767 -4.387090 0.620116 0.03 0.01 0.08
C 0.253085 -3.214676 1.036359 0.01 0.05 0.22
N -0.630279 -2.313004 1.420521 -0.27 -0.40 0.12
C -1.949602 -2.669919 1.773010 0.11 0.16 -0.08
C -2.198406 -3.787263 2.576573 0.12 -0.16 -0.17
C -3.455572 -4.079057 3.084227 -0.02 0.09 -0.07
C -4.517989 -3.234500 2.790970 0.10 0.02 -0.04
C -4.306083 -2.115418 1.995263 0.06 -0.06 -0.01
C -3.038518 -1.797257 1.479010 0.05 0.24 -0.17
N -2.757202 -0.616234 0.755591 -0.18 -0.26 0.09
C -3.721098 0.103837 0.211064 0.02 0.15 -0.01
O -4.952132 -0.107712 0.084779 0.03 0.01 0.03
C -3.245141 1.442322 -0.382531 0.17 -0.28 0.05
C -4.145503 2.503892 -0.433925 -0.05 0.10 -0.07
C -3.722094 3.721807 -0.934812 -0.05 -0.02 0.02
C -2.419217 3.849196 -1.400626 -0.04 -0.04 0.00
C -1.601077 2.734606 -1.340973 -0.12 -0.23 0.03
N -1.996628 1.560180 -0.839148 -0.15 0.35 -0.09
C 1.693461 -2.723667 1.256219 -0.13 0.09 -0.16
C 2.534811 -3.505183 2.050511 0.07 -0.01 -0.04
C 3.802934 -3.044103 2.343895 0.01 -0.01 0.01
C 4.223422 -1.823445 1.822591 -0.05 -0.05 -0.05
C 3.340251 -1.130265 1.014788 -0.17 -0.14 -0.07
N 2.104273 -1.562788 0.734516 0.44 -0.34 0.36
H -1.364322 -4.448199 2.781741 -0.01 0.01 0.02
H -3.600534 -4.961865 3.697118 0.00 -0.02 0.02
H -5.512777 -3.441837 3.170929 0.00 -0.01 0.01
H -5.125082 -1.459053 1.745742 0.00 -0.01 0.02
H -5.153458 2.333814 -0.082999 0.00 0.01 0.00
H -4.400623 4.567434 -0.965320 0.00 0.00 0.00
H -2.041278 4.781975 -1.799318 -0.02 0.00 0.01
H -0.578219 2.775901 -1.705424 0.00 -0.02 0.03
H 2.166566 -4.453293 2.418641 0.01 0.00 0.00
H 4.463481 -3.624959 2.978140 0.00 0.00 0.00
H 5.204975 -1.419704 2.033592 0.00 -0.01 0.00
H 3.619277 -0.178756 0.569128 -0.04 0.00 0.04
O 3.467274 5.671961 0.874942 -0.13 0.03 -0.03
C 2.994540 5.386549 2.098248 -0.07 0.02 -0.02
C 3.223152 6.317384 3.115460 -0.04 -0.04 0.04
C 2.734392 6.099305 4.391297 -0.01 -0.04 0.01
C 2.010731 4.945817 4.683164 0.05 0.02 -0.11
C 1.799687 4.015607 3.675772 0.05 0.00 0.06
C 2.279055 4.206161 2.384285 0.11 0.01 -0.03
C 2.011050 3.126674 1.362475 0.18 0.13 -0.09
O 1.471041 2.066317 1.705955 0.34 0.64 0.46
N 2.419216 3.456937 0.120757 -0.34 -0.24 0.07
N 2.012569 2.520723 -0.809114 0.04 0.06 -0.14
C 2.425542 2.732904 -1.984513 -0.20 -0.33 0.09
S 3.458078 4.094822 -2.419692 0.22 0.22 -0.10
C 3.786038 3.482548 -4.088260 -0.03 0.03 -0.15
C 2.520469 2.810876 -4.596773 0.09 0.14 -0.17
S 1.969163 1.660554 -3.334582 -0.07 -0.03 0.37
H 3.109588 4.941861 0.274883 0.20 -0.10 0.07
H 3.779959 7.213044 2.867414 -0.01 -0.01 0.01
H 2.916256 6.839172 5.163327 0.00 -0.01 0.01
H 1.621779 4.774384 5.678754 0.00 0.00 0.00
H 1.257933 3.096376 3.860836 -0.01 0.01 0.00
H 4.609027 2.767379 -4.068979 0.02 0.00 0.02
H 4.067465 4.334642 -4.709798 0.00 -0.02 0.00
H 2.705016 2.235031 -5.505090 0.01 0.03 -0.01
H 1.746996 3.554254 -4.793694 0.00 0.01 -0.02
I -4.574396 0.178980 -5.033994 -0.06 0.03 -0.06
C -3.069744 -0.417944 -3.767429 0.27 0.00 0.04
C -3.205503 -1.067192 -2.563374 0.05 -0.08 0.17
N -1.955927 -1.240561 -2.097236 0.00 0.03 -0.15
N -1.014244 -0.720405 -2.898952 -0.33 -0.11 -0.01
C -1.682967 -0.224740 -3.926550 0.02 0.06 -0.06
H -4.073318 -1.363134 -1.994198 0.03 0.02 -0.02
H -1.724133 -1.561113 -1.161938 0.00 0.07 0.01
H -1.155961 0.266032 -4.731264 -0.04 -0.02 0.01
C 3.030260 -2.654329 -5.447192 -0.08 0.02 -0.01
C 1.828545 -2.467700 -4.519259 0.06 0.01 -0.21
Sb 2.176526 -2.007267 -2.427840 -0.03 0.12 0.07
C 2.750915 -3.990293 -1.764938 -0.08 -0.16 0.03
C 3.157654 -5.039314 -2.798967 -0.03 -0.01 0.05
C 4.180179 -1.173810 -2.674830 0.11 -0.05 0.06
C 5.371731 -2.122247 -2.558315 -0.01 0.06 -0.02
H 2.722912 -2.859364 -6.479688 -0.02 0.01 0.03
H 3.667422 -3.480534 -5.130890 -0.02 -0.03 0.04
H 3.660645 -1.762502 -5.475764 -0.03 0.01 0.02
H 1.187579 -3.354044 -4.519710 0.03 -0.01 -0.03
H 1.192927 -1.648358 -4.870169 0.05 -0.04 -0.02
H 1.880762 -4.334200 -1.195685 0.05 -0.01 -0.03
H 3.542927 -3.844586 -1.025686 0.02 0.00 0.01
H 2.409442 -5.147178 -3.588169 -0.01 0.03 0.03
H 3.272686 -6.026864 -2.337683 -0.01 0.04 0.02
H 4.104525 -4.798797 -3.283694 0.04 0.04 -0.01
H 4.247572 -0.379810 -1.925802 0.02 -0.04 -0.01
H 4.175469 -0.664893 -3.641406 0.02 -0.01 0.02
H 5.393339 -2.636196 -1.595078 -0.05 0.03 0.02
H 6.321958 -1.585984 -2.656406 0.01 0.01 0.00
H 5.353470 -2.894531 -3.329179 -0.03 0.01 -0.04
```
Positions in Å, forces in eV/Å.

Per-atom Mulliken charges, elementary charge units: number 1, Rb, carries 0.574; number 2, O, carries -0.790; number 3, C, carries -0.150; number 4, N, carries 0.256; number 5, C, carries 0.108; number 6, C, carries -0.412; number 7, C, carries -0.612; number 8, C, carries -0.642; number 9, C, carries -0.527; number 10, C, carries -0.213; number 11, N, carries 0.310; number 12, C, carries -0.154; number 13, O, carries -0.834; number 14, C, carries 0.398; number 15, C, carries -0.709; number 16, C, carries -0.374; number 17, C, carries -0.865; number 18, C, carries -0.140; number 19, N, carries 0.482; number 20, C, carries 0.571; number 21, C, carries -0.840; number 22, C, carries -0.528; number 23, C, carries -0.939; number 24, C, carries -0.264; number 25, N, carries 0.950; number 26, H, carries 0.349; number 27, H, carries 0.347; number 28, H, carries 0.350; number 29, H, carries 0.410; number 30, H, carries 0.517; number 31, H, carries 0.381; number 32, H, carries 0.439; number 33, H, carries 0.162; number 34, H, carries 0.504; number 35, H, carries 0.381; number 36, H, carries 0.440; number 37, H, carries 0.355; number 38, O, carries -0.746; number 39, C, carries 0.449; number 40, C, carries -0.713; number 41, C, carries -0.232; number 42, C, carries -0.743; number 43, C, carries -0.537; number 44, C, carries 0.256; number 45, C, carries 0.311; number 46, O, carries -0.652; number 47, N, carries -0.597; number 48, N, carries 0.074; number 49, C, carries -0.212; number 50, S, carries -0.228; number 51, C, carries -0.470; number 52, C, carries -0.815; number 53, S, carries 0.302; number 54, H, carries 0.721; number 55, H, carries 0.375; number 56, H, carries 0.335; number 57, H, carries 0.393; number 58, H, carries 0.430; number 59, H, carries 0.260; number 60, H, carries 0.365; number 61, H, carries 0.369; number 62, H, carries 0.269; number 63, I, carries 0.034; number 64, C, carries -0.833; number 65, C, carries -0.396; number 66, N, carries 0.514; number 67, N, carries -0.313; number 68, C, carries -0.278; number 69, H, carries 0.597; number 70, H, carries 0.119; number 71, H, carries 0.468; number 72, C, carries -1.039; number 73, C, carries -0.788; number 74, Sb, carries 0.305; number 75, C, carries -0.314; number 76, C, carries -1.252; number 77, C, carries -0.560; number 78, C, carries -1.160; number 79, H, carries 0.387; number 80, H, carries 0.156; number 81, H, carries 0.222; number 82, H, carries 0.546; number 83, H, carries 0.264; number 84, H, carries 0.352; number 85, H, carries 0.215; number 86, H, carries 0.279; number 87, H, carries 0.421; number 88, H, carries 0.177; number 89, H, carries 0.378; number 90, H, carries 0.426; number 91, H, carries 0.249; number 92, H, carries 0.379; number 93, H, carries 0.191